Record 1
Density functional theory data (ωB97M-V/def2-TZVPD) for 2 unconnected molecules or ions with the total composition C2Cl3IS in a non-equilibrium geometry.

```
7
Properties=species:S:1:pos:R:3:forces:R:3:mulliken_charge:R:1
C 2.379819 -0.769252 0.320798 2.322 -2.137 -0.660 -0.068
C -1.620425 0.299277 -0.065017 -0.497 0.085 -1.201 0.280
S 3.692065 -1.506232 -0.244523 -1.788 1.029 0.762 -0.142
Cl -2.003950 -0.404805 1.376162 -0.071 -0.588 1.785 -0.088
Cl -1.793276 1.992495 -0.158973 -0.033 0.343 -0.170 -0.109
Cl -2.179427 -0.617319 -1.405407 0.248 0.185 -0.435 -0.131
I 1.525197 1.005838 0.176960 -0.181 1.084 -0.081 0.257
```
Positions in Å, forces in eV/Å.

- ΔE to the lowest compared entry with this formula, charge and spin: 2.7696 eV
- 2S+1: 1
- Total charge: 0

***

Record 2
Density functional theory data (ωB97M-V/def2-TZVPD) for a molecular structure, C2Cl4O in a non-equilibrium geometry.

```
7
Properties=species:S:1:pos:R:3:forces:R:3:mulliken_charge:R:1
C 1.159648 -0.197992 -0.128740 -4.468 -0.536 2.794 0.539
C -0.769000 0.184457 0.182050 3.061 -1.964 -1.767 0.223
O 1.662848 -0.620746 0.847645 0.733 0.442 -1.096 -0.349
Cl 1.553485 -0.004092 -1.709309 1.025 0.178 -1.444 -0.070
Cl -0.612344 1.352418 1.376454 -0.539 1.173 1.137 -0.098
Cl -1.571884 0.656523 -1.299342 0.066 0.279 0.255 -0.123
Cl -1.422753 -1.370568 0.731241 0.123 0.428 0.121 -0.123
```
Positions in Å, forces in eV/Å.

- ΔE to the lowest compared entry with this formula, charge and spin: 0.8030 eV
- 2S+1: 1
- Total charge: 0

***

Record 3
Density functional theory data (ωB97M-V/def2-TZVPD) for a single C2Cl7N molecule in a non-equilibrium geometry.

```
10
Properties=species:S:1:pos:R:3:forces:R:3:mulliken_charge:R:1
C 0.407231 -0.214157 -0.577299 -3.538 1.099 -0.122 0.061
C -1.197834 0.432727 0.100890 2.581 -0.851 -0.513 0.361
N 1.471520 -0.503391 0.271493 1.136 -0.223 1.167 -0.119
Cl -0.078507 -1.686141 -1.399189 0.109 -0.234 -0.184 -0.056
Cl 0.881273 1.018100 -1.722242 0.253 0.063 -0.237 -0.055
Cl -2.268009 0.680946 -1.247595 -0.194 0.071 -0.032 -0.081
Cl -0.823218 1.940118 0.919967 -0.286 0.045 0.026 -0.079
Cl -1.837157 -0.751978 1.218301 -0.287 0.096 0.012 -0.078
Cl 1.193490 -1.773940 1.422234 0.299 0.356 -0.145 0.023
Cl 2.251213 0.857716 1.013440 -0.073 -0.422 0.028 0.022
```
Positions in Å, forces in eV/Å.

- ΔE to the lowest compared entry with this formula, charge and spin: 1.1414 eV
- 2S+1: 1
- SMILES string: ClN(Cl)C(Cl)(Cl)C(Cl)(Cl)Cl
- Total charge: 0

***

Record 4
Density functional theory data (ωB97M-V/def2-TZVPD) for 2 unconnected molecules or ions with the total composition C2ClF3O in a non-equilibrium geometry.

```
7
Properties=species:S:1:pos:R:3:forces:R:3:mulliken_charge:R:1
C -0.982171 -1.391177 1.268097 -0.232 0.293 -0.110 0.127
C 1.279009 1.094033 -0.542875 -0.981 0.737 0.430 0.569
O 0.291334 0.887884 -1.132165 -0.509 -0.456 -0.512 -0.326
F -0.881538 -1.988773 0.118822 -0.019 0.010 0.035 -0.065
F -1.890755 -0.467704 1.081045 0.243 -0.284 0.061 -0.064
F 2.465872 0.850039 -1.014318 0.874 -0.042 0.282 -0.155
Cl 1.244812 1.860684 1.021376 0.624 -0.257 -0.187 -0.085
```
Positions in Å, forces in eV/Å.

- ΔE to the lowest compared entry with this formula, charge and spin: 1.6496 eV
- 2S+1: 1
- Total charge: 0

***

Record 5
Density functional theory data (ωB97M-V/def2-TZVPD) for 2 unconnected molecules or ions with the total composition C2ClF3O in a non-equilibrium geometry.

```
7
Properties=species:S:1:pos:R:3:forces:R:3:mulliken_charge:R:1
C -0.268815 -0.631593 0.303752 0.609 0.343 -0.305 0.855
C -0.402909 0.799413 0.458482 0.347 0.139 2.427 0.039
O -0.176611 0.371603 -0.779069 -0.079 -0.765 -0.845 -0.315
F -1.293343 -1.405680 0.174171 -1.654 -0.533 -0.231 -0.209
F 0.751097 -1.446549 0.554769 0.329 1.339 -0.130 -0.187
F -1.480920 1.476752 0.891370 0.510 -0.513 -0.926 -0.179
Cl 2.871501 0.836053 -1.603476 -0.062 -0.010 0.010 -0.004
```
Positions in Å, forces in eV/Å.

- ΔE to the lowest compared entry with this formula, charge and spin: 4.6797 eV
- 2S+1: 1
- Total charge: 0

***

Record 6
Density functional theory data (ωB97M-V/def2-TZVPD) for 2 unconnected molecules or ions with the total composition C2ClI3O in a non-equilibrium geometry.

```
7
Properties=species:S:1:pos:R:3:forces:R:3:mulliken_charge:R:1
C -0.449186 -1.172402 -0.269906 0.117 -0.849 0.461 0.700
C 0.815204 -0.912333 -0.672006 1.005 2.750 -0.241 -0.652
O -1.410381 -1.695110 0.121157 0.818 0.673 -0.826 -0.291
Cl -1.182536 0.766274 1.871374 -0.293 0.189 0.464 -0.252
I -0.954652 2.481636 0.357195 -0.089 0.247 0.024 0.241
I 2.139532 -0.189875 1.055306 -1.178 -0.920 -1.648 0.147
I 1.042019 0.721811 -2.463119 -0.380 -2.091 1.767 0.106
```
Positions in Å, forces in eV/Å.

- ΔE to the lowest compared entry with this formula, charge and spin: 2.0937 eV
- 2S+1: 1
- SMILES string: O=C=C(I)I.ClI
- Total charge: 0

***

Record 7
Density functional theory data (ωB97M-V/def2-TZVPD) for a single C2ClN3O4 molecule in a non-equilibrium geometry.

```
10
Properties=species:S:1:pos:R:3:forces:R:3:mulliken_charge:R:1
C -1.567709 1.379837 -0.094091 -1.179 0.241 0.013 0.136
C -0.691822 0.623556 0.603759 3.556 -1.859 1.303 0.358
N -2.394223 1.718495 -0.792748 -1.568 1.228 -1.246 -0.317
N 0.987662 -1.398033 -0.314205 -0.447 -1.963 -3.149 0.963
N 0.580666 0.765268 0.195332 -1.065 -0.965 0.539 0.637
O 1.334239 -1.240828 -1.460720 0.236 0.607 0.726 -0.481
O 0.335337 -2.317250 0.083502 0.623 -0.002 0.815 -0.427
O 1.132410 1.576670 -0.475845 -0.037 0.367 -0.031 -0.533
O 1.373244 -0.420096 0.581712 0.656 0.825 1.174 -0.280
Cl -1.089804 -0.687620 1.673304 -0.775 1.520 -0.145 -0.057
```
Positions in Å, forces in eV/Å.

- ΔE to the lowest compared entry with this formula, charge and spin: 1.9951 eV
- 2S+1: 1
- SMILES string: N#C/C(Cl)=[N+](\[O-])O[N+](=O)[O-]
- Total charge: 0

***

Record 8
Density functional theory data (ωB97M-V/def2-TZVPD) for a molecular structure, C2ClN3S3 in a non-equilibrium geometry.

```
9
Properties=species:S:1:pos:R:3:forces:R:3:mulliken_charge:R:1
C -0.563184 -0.642901 0.023577 -2.760 0.280 1.382 0.784
C -0.396362 0.607646 -0.625466 -0.185 -0.162 -1.220 -0.379
N -1.800005 -0.802531 0.552648 0.542 -0.945 0.306 -0.510
N -1.493863 1.303711 -0.617583 -0.346 0.544 -0.077 -0.397
N 2.000886 -1.122208 -0.086223 -0.374 -0.632 0.631 -0.133
S -2.718864 0.480635 0.224793 1.854 -0.503 -0.484 0.204
S 0.600612 -1.878617 0.347641 1.615 1.799 -1.178 0.154
S 2.728465 0.244435 -0.266050 -1.464 -0.584 0.250 0.338
Cl 1.642315 1.809833 0.446661 1.119 0.202 0.390 -0.061
```
Positions in Å, forces in eV/Å.

- ΔE to the lowest compared entry with this formula, charge and spin: 2.4945 eV
- 2S+1: 1
- Total charge: 0

***

Record 9
Density functional theory data (ωB97M-V/def2-TZVPD) for a single C2ClN5 molecule in a non-equilibrium geometry.

```
8
Properties=species:S:1:pos:R:3:forces:R:3:mulliken_charge:R:1
C 0.161771 1.338561 0.600387 -1.379 4.352 0.798 0.462
C 0.541884 -0.531384 -0.387561 1.281 4.055 5.867 0.443
N 0.829612 2.281344 0.543133 -0.445 -0.283 0.368 -0.440
N -0.095806 -1.395019 -0.894991 -1.835 -4.918 -3.462 -0.232
N -0.503242 0.214268 0.567442 4.221 -2.059 -1.753 0.077
N -1.422482 -1.292109 -0.463573 1.102 -10.142 -7.984 -0.048
N -1.727870 -0.430822 0.173994 -1.844 9.898 7.114 -0.208
Cl 2.216132 -0.184837 -0.138831 -1.099 -0.903 -0.948 -0.054
```
Positions in Å, forces in eV/Å.

- ΔE to the lowest compared entry with this formula, charge and spin: 2.1315 eV
- 2S+1: 1
- SMILES string: N#Cn1nnnc1Cl
- Total charge: 0

***

Record 10
Density functional theory data (ωB97M-V/def2-TZVPD) for 2 unconnected molecules or ions with the total composition C2ClNOS in a non-equilibrium geometry.

```
6
Properties=species:S:1:pos:R:3:forces:R:3:mulliken_charge:R:1
C -1.201759 0.193606 -1.091546 0.126 -0.896 -1.746 0.441
C 0.875453 -0.008029 1.020845 -0.652 0.781 1.227 0.437
N -0.911172 -0.375688 -2.068716 -0.445 0.639 0.773 -0.427
O 1.395649 0.212074 2.042031 -1.236 0.299 -0.921 -0.259
S -1.485842 0.909381 0.351684 1.905 -0.314 1.379 -0.222
Cl 1.327671 -0.931344 -0.254298 0.302 -0.509 -0.712 0.031
```
Positions in Å, forces in eV/Å.

- ΔE to the lowest compared entry with this formula, charge and spin: 1.8285 eV
- 2S+1: 1
- Total charge: 0

***

Record 11
Density functional theory data (ωB97M-V/def2-TZVPD) for a molecular structure, C2CoF6NO2S2 in a non-equilibrium geometry.

```
14
Properties=species:S:1:pos:R:3:forces:R:3:mulliken_charge:R:1
Co -0.177472 -2.199444 -0.082274 0.154 -1.329 0.052 1.284
N -0.085056 0.943268 0.674451 -0.168 0.002 -1.484 -0.115
S -0.862611 0.595969 -0.718171 0.197 -0.683 -0.405 0.583
O -0.648569 -0.833432 -1.269107 -0.094 1.522 0.355 -0.527
C -2.568442 0.359635 0.050508 -3.034 0.652 0.770 0.833
F -2.808252 1.291269 0.941513 0.603 -0.276 -0.475 -0.140
F -2.611027 -0.839234 0.636284 0.738 0.049 -0.266 -0.194
F -3.463886 0.406683 -0.914623 0.994 -0.125 0.213 -0.119
S 1.206371 0.145553 1.191987 0.592 -1.443 2.000 0.562
O 1.009952 -1.393073 1.121154 -0.290 1.000 -0.083 -0.522
C 2.514401 0.341849 -0.177989 2.747 0.992 -1.895 0.794
F 2.597519 -0.745877 -0.928595 -0.761 0.157 0.663 -0.145
F 2.217766 1.379939 -0.936037 -0.483 -0.230 0.330 -0.156
F 3.679309 0.546897 0.410903 -1.195 -0.286 0.223 -0.137
```
Positions in Å, forces in eV/Å.

- 2S+1: 5
- Electronic energy: -83237.2499 eV
- Total charge: +2

***

Record 12
Density functional theory data (ωB97M-V/def2-TZVPD) for a molecular structure, C2CrLiO4 in a non-equilibrium geometry.

```
8
Properties=species:S:1:pos:R:3:forces:R:3:mulliken_charge:R:1
O 0.527573 -1.179919 0.071630 3.119 -0.880 0.342 -0.774
C -0.238014 -0.413332 -0.616614 -4.548 1.173 0.777 0.456
O -1.408532 -0.769572 -0.828120 1.265 -0.109 -0.293 -0.639
Li -1.635819 -1.311529 1.068316 -0.076 0.131 -0.710 0.931
Cr 2.355712 -0.343166 0.207574 -2.124 1.144 -0.366 1.344
O -0.901736 1.612057 0.397239 1.802 -0.448 -2.114 -0.482
O 1.272798 1.303826 -0.063785 2.988 -0.066 -0.100 -0.794
C 0.028020 1.101637 -0.236241 -2.427 -0.945 2.464 0.957
```
Positions in Å, forces in eV/Å.

- ΔE to the lowest compared entry with this formula, charge and spin: 1.0435 eV
- 2S+1: 5
- Total charge: +1

***

> Which value of 2S+1 does entry 7 give?

1